# 1
{
  "formula": "C19H64N8O13",
  "method": "ωB97M-V with the def2-TZVPD basis set",
  "symbols": ["C", "C", "O", "H", "H", "H", "H", "H", "H", "C", "C", "O", "H", "H", "H", "H", "H", "H", "C", "C", "O", "H", "H", "H", "H", "H", "H", "C", "C", "O", "H", "H", "H", "H", "H", "H", "C", "C", "O", "H", "H", "H", "H", "H", "H", "C", "C", "O", "H", "H", "H", "H", "H", "H", "C", "O", "N", "N", "H", "H", "H", "H", "C", "O", "N", "N", "H", "H", "H", "H", "C", "O", "N", "N", "H", "H", "H", "H", "C", "O", "N", "N", "H", "H", "H", "H", "C", "O", "H", "H", "H", "H", "C", "O", "H", "H", "H", "H", "C", "O", "H", "H", "H", "H"],
  "coordinates": [[-1.632, -6.193, -14.063], [-1.905, -4.828, -13.449], [-1.267, -3.794, -14.133], [-1.846, -6.184, -15.085], [-2.352, -6.914, -13.713], [-0.632, -6.649, -13.891], [-1.541, -4.876, -12.417], [-2.980, -4.710, -13.396], [-1.469, -2.963, -13.756], [-6.490, -1.775, -16.259], [-7.927, -1.723, -15.816], [-8.376, -0.416, -15.456], [-5.829, -1.486, -15.441], [-6.291, -1.189, -17.186], [-6.194, -2.798, -16.421], [-8.052, -2.223, -14.884], [-8.575, -2.270, -16.487], [-9.324, -0.440, -15.330], [-2.911, -1.039, -14.955], [-3.035, -0.727, -16.432], [-2.310, 0.464, -16.591], [-3.272, -0.245, -14.372], [-1.918, -1.237, -14.676], [-3.555, -1.878, -14.640], [-4.043, -0.496, -16.791], [-2.681, -1.595, -17.003], [-2.251, 0.658, -17.522], [-5.438, -1.278, -9.024], [-5.500, 0.192, -9.426], [-6.093, 0.972, -8.415], [-4.652, -1.850, -9.466], [-6.290, -1.789, -9.416], [-5.389, -1.299, -7.926], [-5.999, 0.286, -10.434], [-4.437, 0.470, -9.496], [-5.365, 1.419, -7.966], [-8.036, -6.154, -14.559], [-8.252, -5.660, -16.018], [-7.934, -6.718, -16.937], [-6.976, -6.109, -14.276], [-8.396, -7.198, -14.551], [-8.580, -5.552, -13.836], [-7.582, -4.800, -16.196], [-9.270, -5.363, -16.223], [-7.773, -6.317, -17.771], [-4.595, -4.640, -17.947], [-3.123, -4.625, -17.286], [-2.278, -4.184, -18.311], [-4.568, -5.130, -18.896], [-4.846, -3.581, -18.075], [-5.416, -5.111, -17.381], [-2.956, -5.651, -17.010], [-3.247, -4.073, -16.369], [-1.341, -4.163, -18.057], [-6.636, -5.594, -10.035], [-7.616, -5.897, -11.049], [-6.417, -4.376, -9.714], [-5.951, -6.531, -9.473], [-7.059, -3.723, -10.135], [-5.616, -4.138, -9.041], [-6.170, -7.480, -9.688], [-5.280, -6.292, -8.717], [-4.855, -7.784, -15.763], [-4.597, -6.447, -15.409], [-5.977, -8.196, -16.140], [-3.981, -8.729, -15.716], [-6.789, -7.471, -16.269], [-6.139, -9.017, -16.621], [-2.991, -8.557, -15.384], [-4.123, -9.642, -16.178], [-5.816, 0.126, -13.186], [-4.622, 0.366, -12.559], [-6.514, -0.971, -13.038], [-6.275, 0.911, -14.103], [-6.072, -1.716, -12.397], [-7.370, -1.166, -13.553], [-5.790, 1.797, -14.183], [-6.974, 0.613, -14.853], [-9.116, -2.764, -11.921], [-8.108, -2.637, -11.043], [-9.758, -1.781, -12.546], [-9.521, -3.887, -12.310], [-9.493, -0.801, -12.247], [-10.497, -1.841, -13.232], [-8.939, -4.676, -11.998], [-10.362, -3.948, -12.741], [-1.900, -2.679, -10.725], [-0.970, -2.103, -11.587], [-1.581, -2.811, -9.682], [-2.441, -3.519, -11.062], [-2.723, -1.982, -10.751], [-0.228, -2.603, -11.374], [-4.851, -7.861, -12.302], [-4.392, -6.605, -11.785], [-5.745, -7.673, -12.902], [-5.080, -8.485, -11.456], [-4.041, -8.253, -12.868], [-4.769, -6.556, -10.864], [-5.447, -3.865, -13.296], [-5.245, -3.348, -11.992], [-5.404, -4.932, -13.090], [-4.851, -3.586, -14.200], [-6.483, -3.643, -13.607], [-5.520, -4.015, -11.298]],
  "e_tot_ha": -2178.290834,
  "charge": 0,
  "mol_weight_g_mol": 612.76,
  "e_homo_ev": -8.20,
  "fmax_ev_per_a": 9.638
}

# 2
{
  "formula": "C5H15N3",
  "method": "ωB97M-V with the def2-TZVPD basis set",
  "symbols": ["C", "C", "N", "C", "N", "H", "H", "H", "H", "H", "H", "H", "H", "C", "C", "N", "H", "H", "H", "H", "H", "H", "H"],
  "coordinates": [[-1.533, 1.137, 0.689], [-0.125, 0.276, 2.984], [-0.509, 0.127, 0.522], [0.176, -0.314, 1.621], [1.110, -1.208, 1.574], [-0.647, -0.708, -1.128], [1.209, -1.561, 0.620], [-2.013, 1.316, -0.277], [-2.314, 0.824, 1.391], [-1.154, 2.108, 1.048], [0.027, 1.358, 2.987], [-1.161, 0.093, 3.275], [0.532, -0.180, 3.720], [0.968, 0.985, -0.809], [0.586, -1.556, -2.633], [-0.262, -0.521, -2.067], [-0.950, -0.157, -2.714], [0.024, -2.407, -3.032], [1.705, 0.390, -0.288], [1.203, 1.159, -1.849], [0.671, 1.912, -0.336], [1.198, -1.145, -3.441], [1.258, -1.927, -1.857]],
  "e_tot_ha": -363.612169,
  "charge": 0,
  "mol_weight_g_mol": 117.20,
  "e_homo_ev": -7.84,
  "fmax_ev_per_a": 1.208
}

# 3
{
  "formula": "ClFH2NP",
  "method": "ωB97M-V with the def2-TZVPD basis set",
  "symbols": ["N", "F", "P", "Cl", "H", "H"],
  "coordinates": [[1.432, -0.002, 0.019], [-1.377, -1.452, -0.213], [-1.021, -0.391, 1.015], [-1.724, 1.215, 0.199], [1.179, -0.367, -0.819], [1.511, 0.996, -0.202]],
  "e_tot_ha": -957.314206,
  "charge": 0,
  "mol_weight_g_mol": 101.45,
  "e_homo_ev": [-8.50, -10.07],
  "fmax_ev_per_a": 4.114
}

# 4
{
  "formula": "C30H20Cl2FeN5O7",
  "method": "ωB97M-V with the def2-TZVPD basis set",
  "symbols": ["Fe", "O", "C", "C", "C", "C", "C", "C", "C", "O", "N", "N", "C", "C", "C", "C", "C", "C", "C", "O", "H", "H", "H", "H", "H", "H", "H", "H", "H", "H", "O", "C", "O", "C", "C", "Cl", "N", "N", "C", "C", "O", "O", "C", "C", "C", "C", "C", "C", "H", "H", "H", "H", "H", "H", "Cl", "C", "C", "C", "C", "N", "C", "H", "H", "H", "H"],
  "coordinates": [[-1.032, -0.082, -0.761], [3.255, -3.452, -2.218], [2.463, -4.248, -1.433], [2.922, -5.529, -1.080], [2.085, -6.406, -0.388], [0.778, -6.048, -0.113], [0.304, -4.768, -0.433], [1.143, -3.842, -1.114], [0.607, -2.461, -1.326], [-0.550, -2.103, -0.919], [1.423, -1.551, -1.911], [0.874, -0.373, -1.771], [1.513, 0.616, -2.414], [1.493, 1.989, -2.022], [2.324, 2.877, -2.707], [2.247, 4.252, -2.501], [1.445, 4.703, -1.456], [0.746, 3.827, -0.662], [0.636, 2.425, -0.974], [-0.146, 1.688, -0.280], [2.838, -2.550, -2.278], [3.931, -5.782, -1.412], [2.465, -7.366, -0.002], [0.075, -6.730, 0.353], [-0.751, -4.490, -0.294], [2.212, 0.316, -3.170], [2.995, 2.487, -3.480], [2.861, 4.927, -3.052], [1.371, 5.784, -1.332], [0.223, 4.149, 0.238], [-3.669, -2.814, 3.580], [-2.609, -2.221, 4.056], [-2.214, -2.289, 5.215], [-1.810, -1.399, 3.142], [-0.646, -0.650, 3.475], [0.155, -0.521, 4.915], [-0.154, -0.063, 2.324], [-0.981, -0.329, 1.270], [-1.963, -1.075, 1.743], [-3.103, -1.372, 0.792], [-4.096, -2.072, 1.157], [-2.930, -0.827, -0.367], [0.975, 0.807, 2.284], [2.001, 0.552, 1.364], [3.199, 1.248, 1.453], [3.369, 2.220, 2.442], [2.339, 2.475, 3.353], [1.120, 1.832, 3.235], [-3.777, -2.698, 2.568], [1.902, -0.197, 0.572], [4.044, 1.106, 0.798], [4.292, 2.803, 2.523], [2.549, 3.237, 4.066], [0.330, 2.014, 3.973], [-5.426, 3.326, 0.556], [-4.376, 2.866, -0.707], [-4.681, 3.182, -2.061], [-3.789, 2.752, -3.043], [-2.715, 1.963, -2.670], [-2.475, 1.582, -1.410], [-3.179, 2.154, -0.434], [-5.606, 3.713, -2.330], [-3.955, 2.977, -4.100], [-2.004, 1.554, -3.396], [-2.870, 1.910, 0.574]],
  "spin_multiplicity": 5,
  "e_tot_ha": -4139.946398,
  "charge": -1,
  "mol_weight_g_mol": 689.27,
  "e_homo_ev": [-4.44, -4.41],
  "fmax_ev_per_a": 5.241
}

# 5
{
  "formula": "C2H6NO2PS",
  "method": "ωB97M-V with the def2-TZVPD basis set",
  "symbols": ["C", "C", "N", "P", "O", "O", "S", "H", "H", "H", "H", "H", "H"],
  "coordinates": [[2.274, -0.561, -0.111], [0.844, -0.731, -0.387], [0.052, 0.167, 0.014], [-1.583, 0.297, 0.200], [-1.967, 1.089, -1.132], [-1.701, 1.492, 1.248], [-2.632, -1.431, 0.307], [2.902, -0.708, -0.999], [2.437, 0.375, 0.206], [2.229, -1.229, 0.807], [0.628, -1.725, -0.805], [-1.297, 1.709, -1.370], [-2.186, 1.257, 2.022]],
  "e_tot_ha": -1024.631501,
  "charge": 0,
  "mol_weight_g_mol": 139.12,
  "e_homo_ev": -8.73,
  "fmax_ev_per_a": 3.801
}

# 6
{
  "formula": "C4H8OS",
  "method": "ωB97M-V with the def2-TZVPD basis set",
  "symbols": ["C", "C", "C", "C", "H", "H", "H", "H", "H", "H", "H", "H", "O", "S"],
  "coordinates": [[-0.928, 1.463, -0.260], [-1.189, -0.011, -0.200], [-0.192, -0.850, 0.349], [1.085, -0.349, 0.333], [0.022, 1.487, -0.838], [-1.708, 2.142, -0.786], [-0.835, 1.828, 0.754], [-0.606, -1.885, 0.169], [-0.378, -0.883, 1.604], [1.640, -0.863, 1.044], [1.343, 0.765, 0.635], [2.550, -1.579, -1.326], [1.747, -0.479, -1.037], [-2.552, -0.787, -0.441]],
  "e_tot_ha": -630.447195,
  "charge": 0,
  "mol_weight_g_mol": 104.17,
  "e_homo_ev": -8.42,
  "fmax_ev_per_a": 7.586
}